53
Properties=species:S:1:pos:R:3:mulliken_charge:R:1 method="wB97M-V/def2-TZVPD" e_homo_ev=-5.7 total_charge=-1 spin_multiplicity=1 relative_energy_kcal_mol=0.0
Ba -0.17281 0.59409 -0.64025 1.345
C 4.45468 0.61049 -1.20580 -1.270
C 3.82112 -0.20037 -2.29938 1.184
C 4.37242 -0.21901 -3.57375 -0.869
C 3.79220 -0.95419 -4.59625 -0.709
C 2.64296 -1.68261 -4.34108 -0.861
C 2.06397 -1.68354 -3.07689 1.406
C 0.81828 -2.48610 -2.81157 -1.298
C 2.65562 -0.93958 -2.04661 -0.264
N 2.00155 -0.88071 -0.79260 0.000
C 2.60186 -1.50416 0.22074 -0.470
O 3.66425 -2.13927 0.21275 -0.772
C 1.84498 -1.40683 1.53807 0.440
C 2.40717 -1.95354 2.68204 -0.623
C 1.70733 -1.86212 3.87399 -0.344
C 0.47060 -1.23708 3.87757 -0.610
C -0.01476 -0.71721 2.68754 0.425
N 0.66188 -0.79090 1.53999 -0.089
C -1.37016 -0.02590 2.68173 -0.466
O -2.02861 -0.03477 3.73019 -0.771
N -1.69100 0.52379 1.51175 -0.011
C -2.94137 1.18521 1.45747 -0.269
C -4.00481 0.57928 0.77671 1.366
C -3.84475 -0.80532 0.21195 -1.194
C -5.20645 1.26537 0.63997 -0.893
C -5.36512 2.53586 1.16729 -0.704
C -4.31172 3.12752 1.84789 -0.899
C -3.09966 2.46778 2.00333 1.201
C -1.96726 3.10803 2.75426 -1.225
H 5.31731 1.15952 -1.58394 0.418
H 4.77597 -0.03810 -0.38957 0.244
H 3.74556 1.33222 -0.79131 0.200
H 5.27051 0.35850 -3.76412 0.314
H 4.23041 -0.95612 -5.58665 0.394
H 2.18046 -2.26229 -5.13223 0.339
H 0.61995 -3.16843 -3.63849 0.395
H -0.06462 -1.84458 -2.71823 0.185
H 0.91229 -3.06413 -1.89174 0.261
H 3.37122 -2.43246 2.58958 0.502
H 2.11817 -2.27502 4.78727 0.412
H -0.14284 -1.13352 4.76090 0.506
H -3.44738 -1.48955 0.96284 0.260
H -3.15872 -0.81335 -0.64102 0.141
H -4.80216 -1.18789 -0.14246 0.394
H -6.02560 0.79225 0.10988 0.329
H -6.30434 3.06189 1.04824 0.393
H -4.42750 4.12031 2.26910 0.317
H -2.25149 4.09867 3.10998 0.419
H -1.08016 3.21360 2.12371 0.193
H -1.68644 2.49314 3.61095 0.234
Se -2.07784 0.66369 -3.28310 -0.342
C -0.90822 2.05063 -3.08611 0.348
N -0.12692 2.84680 -2.75455 -0.609

=====

14
Properties=species:S:1:pos:R:3:mulliken_charge:R:1 method="wB97M-V/def2-TZVPD" e_homo_ev=-8.7 spin_multiplicity=1 relative_energy_kcal_mol=107.0
C 2.21790 -0.54775 0.66156 -0.766
C -0.61654 -0.06362 0.15843 0.075
C -0.78366 1.35552 -0.46906 -1.087
C -1.65265 -0.93931 -0.48717 -0.381
H 1.86166 -0.97415 1.55289 0.286
H 3.10022 -1.16235 0.20728 0.281
H 2.37030 0.64340 0.89834 0.220
H -0.47778 0.08477 1.15084 0.517
H -1.00394 1.63983 -1.54227 0.297
H 0.05740 1.99315 -0.19645 0.301
H -1.70118 1.69896 -0.01645 0.367
H -1.03565 -1.98415 -1.45379 0.213
S 0.81526 -0.95968 -0.66425 -0.117
S -3.15135 -0.78461 0.20010 -0.205

=====

10
Properties=species:S:1:pos:R:3:mulliken_charge:R:1 method="wB97M-V/def2-TZVPD" e_homo_ev="-8.0 / -8.0" smiles="O=C/C(S)=C/O" spin_multiplicity=1 relative_energy_kcal_mol=72.2
O 2.29917 1.18302 -0.46545 -0.491
C 1.20290 0.92682 -0.03170 -0.096
C 0.39239 -0.24645 -0.05430 0.412
S 0.94287 -1.84678 -0.06270 -0.259
C -1.21564 0.08703 0.00567 -0.253
O -2.07625 -0.90934 -0.15839 -0.422
H 0.59113 1.70714 0.33597 0.285
H 2.22175 -1.44890 0.28854 0.156
H -1.42180 1.14122 -0.14215 0.284
H -2.93654 -0.59376 0.28451 0.384

=====

80
Properties=species:S:1:pos:R:3:mulliken_charge:R:1 method="wB97M-V/def2-TZVPD" e_homo_ev=-9.0 smiles="CCOC(=O)C(F)(F)F.CCOC(=O)C(F)(F)F.CCOC(=O)C(F)(F)F.CCOC(=O)C(F)(F)F.CNC(C)=O.CNC(C)=O" spin_multiplicity=1
C -5.08353 -4.05831 0.30808 -1.073
C -5.59955 -2.80017 -0.31184 -0.028
O -4.60417 -2.24215 -1.18478 -0.322
C -3.42734 -1.76701 -0.74802 0.237
O -2.98657 -1.84053 0.35053 -0.460
C -2.59743 -1.22694 -1.92752 0.904
F -3.07702 -0.03504 -2.27733 -0.248
F -1.35036 -1.07650 -1.50959 -0.174
F -2.60910 -2.07029 -2.94999 -0.281
H -5.86339 -4.49736 0.93389 0.386
H -4.19972 -3.91654 0.92656 0.266
H -4.82486 -4.75900 -0.48780 0.302
H -5.80178 -1.99607 0.40175 0.158
H -6.50716 -2.99363 -0.87995 0.289
C 3.84712 -3.56422 -1.73471 -0.913
C 4.68357 -2.91492 -0.63229 0.290
O 5.24805 -1.65160 -0.97605 -0.273
C 5.38496 -0.70136 -0.07827 0.486
O 4.94932 -0.76271 1.04000 -0.583
C 6.24682 0.49964 -0.53906 0.814
F 6.81399 0.26957 -1.71315 -0.244
F 5.44795 1.57415 -0.67916 -0.221
F 7.14696 0.79653 0.37902 -0.243
H 3.26952 -4.31890 -1.21149 0.371
H 4.39799 -3.88204 -2.61845 0.345
H 3.26774 -2.72089 -2.12033 0.060
H 5.46958 -3.50099 -0.15130 0.402
H 3.96674 -2.83456 0.19010 -0.300
C -4.28942 4.77233 1.06387 -1.365
C -3.67954 3.37306 0.97945 -0.119
O -4.61497 2.33987 1.41254 -0.270
C -4.96234 2.34281 2.67244 0.440
O -4.48517 3.05749 3.51645 -0.539
C -5.95876 1.21308 3.05273 0.858
F -5.34078 0.10859 3.54839 -0.255
F -6.69282 1.63508 4.07942 -0.248
F -6.66940 0.87709 1.97947 -0.236
H -5.32436 4.70740 0.72224 0.295
H -3.78275 5.39076 0.32353 0.446
H -4.22294 5.17199 2.06953 0.312
H -2.82030 3.24704 1.63533 0.251
H -3.34026 3.14136 -0.02542 0.465
C 1.86755 3.87242 -6.68854 -1.196
C 2.44143 3.49901 -5.33114 -0.174
O 1.89851 2.26407 -4.88515 -0.251
C 2.15919 2.00898 -3.57738 0.229
O 2.90024 2.66889 -2.91805 -0.513
C 1.28873 0.93300 -2.90465 1.020
F 1.97756 -0.17483 -2.60452 -0.274
F 0.71446 1.49858 -1.84504 -0.182
F 0.30093 0.53904 -3.71847 -0.304
H 2.23737 4.80858 -7.09664 0.368
H 0.78220 3.77475 -6.66635 0.314
H 2.22187 3.11028 -7.38920 0.303
H 2.28406 4.28748 -4.59588 0.349
H 3.51141 3.33238 -5.48474 0.271
C 1.56394 -3.65875 2.30541 -0.872
N 1.02412 -2.58641 3.12852 0.011
C 1.62078 -1.70067 3.92195 0.617
C 3.16137 -1.76932 3.98557 -1.067
O 0.99507 -0.83759 4.53233 -0.654
H 1.95006 -3.24702 1.36861 0.187
H 0.75239 -4.35820 2.13227 0.355
H 2.43146 -4.16742 2.72587 0.295
H 0.01525 -2.52677 3.11559 0.274
H 3.62046 -1.54720 3.02172 0.136
H 3.46583 -2.74597 4.36164 0.405
H 3.48297 -1.00339 4.68671 0.376
C 2.07588 1.17368 1.01416 -0.918
N 0.96887 0.92080 1.92387 0.033
C -0.26805 1.37036 1.59420 0.680
C -1.39520 0.55621 2.19543 -0.441
O -0.51970 2.40039 0.98372 -0.665
H 3.05401 1.41400 1.43025 0.320
H 1.76509 1.93877 0.31068 0.413
H 2.28945 0.26063 0.44679 0.146
H 0.94798 0.19344 2.62129 0.099
H -2.33703 0.99818 1.88440 -0.199
H -1.34285 0.60435 3.28577 0.413
H -1.33219 -0.49083 1.90023 0.114

=====

Max |F|? In order: 0.0091, 0.1502, 0.1694, 0.0389 hartree/bohr.
DFT total energy? In order: -3723.84531, -953.41611, -665.27051, -2919.06078 hartree.